Record 1
C32H21MnN4S2 as an isolated structure, computed with wB97M-V/def2-TZVPD.

The total charge is +1. The calculation puts the gap between HOMO and LUMO (spin up / spin down) at 6.99 / 6.93 eV. For the HOMO energy (spin up / spin down), the calculation gives -0.3953 / -0.3927 hartree. As for the expectation value of S²: 1.08. Its multiplicity is 2.

Last column: Löwdin charge in e.
Element x y z (Å)
Mn1 1.105 -0.076 -0.090  0.72
C1 0.589 4.883 2.357  -0.07
C2 1.367 4.194 3.282  -0.06
C3 1.817 2.915 3.011  -0.01
C4 1.483 2.322 1.797  -0.24
C5 0.712 3.009 0.868  -0.04
C6 0.262 4.289 1.148  -0.07
N1 1.890 1.004 1.437  -0.05
N2 2.632 0.399 2.230  0.12
C7 2.935 -0.914 1.827  -0.30
C8 3.680 -1.690 2.710  -0.02
C9 3.939 -3.009 2.384  -0.08
C10 3.469 -3.517 1.179  -0.07
C11 2.736 -2.718 0.302  -0.11
C12 2.444 -1.393 0.600  -0.14
H1 0.240 5.882 2.581  0.11
H2 1.626 4.661 4.223  0.11
H3 2.422 2.368 3.720  0.11
H4 0.479 2.539 -0.082  0.09
H5 -0.336 4.825 0.423  0.11
H6 4.037 -1.249 3.632  0.11
H7 4.497 -3.641 3.061  0.11
H8 3.677 -4.548 0.918  0.11
H9 2.407 -3.148 -0.638  0.09
S1 -4.313 -2.372 3.768  1.07
C13 -3.866 -2.702 5.379  -0.39
C14 -2.543 -2.471 5.595  -0.16
C15 -1.879 -2.015 4.429  -0.11
C16 -2.708 -1.906 3.346  -0.49
C17 -2.373 -1.468 1.988  -0.17
C18 -1.062 -1.051 1.683  -0.01
N3 -0.688 -0.649 0.487  0.04
C19 -1.596 -0.642 -0.519  -0.13
C20 -2.921 -1.014 -0.323  -0.12
C21 -3.825 -0.957 -1.443  0.01
C22 -3.400 -0.560 -2.660  0.00
C23 -2.027 -0.189 -2.883  -0.12
C24 -1.527 0.218 -4.128  0.05
C25 -0.195 0.552 -4.278  -0.18
C26 0.617 0.450 -3.134  -0.02
N4 0.178 0.073 -1.951  0.04
C27 -1.135 -0.240 -1.816  -0.14
C28 0.382 0.988 -5.553  -0.49
C29 1.677 1.337 -5.823  -0.11
C30 1.885 1.711 -7.174  -0.16
C31 0.743 1.641 -7.909  -0.39
S2 -0.585 1.124 -6.975  1.07
C32 -3.296 -1.429 0.963  0.05
H10 -4.606 -3.050 6.081  0.08
H11 -2.057 -2.620 6.548  0.11
H12 -0.823 -1.786 4.410  0.11
H13 -0.289 -1.042 2.441  0.13
H14 -4.858 -1.242 -1.285  0.13
H15 -4.084 -0.519 -3.497  0.13
H16 -2.199 0.266 -4.978  0.11
H17 1.673 0.683 -3.192  0.13
H18 2.471 1.330 -5.089  0.11
H19 2.838 2.017 -7.578  0.11
H20 0.608 1.866 -8.955  0.08
H21 -4.323 -1.726 1.144  0.11

***

Record 2
C32H22AuBrF4N3OP as an isolated structure, computed with wB97M-V/def2-TZVPD.

The total charge is +2. The calculation puts the gap between HOMO and LUMO (spin up / spin down) at 4.53 / 4.53 eV. For the HOMO energy (spin up / spin down), the calculation gives -0.5072 / -0.5072 hartree. Its multiplicity is 1. Its energy above the lowest of the compared OMol25 structures with the same formula, charge and spin is 25.2 kcal/mol.

Last column: Löwdin charge in e.
Element x y z (Å)
Au1 -0.223 -0.751 0.359  0.98
C1 0.381 -3.831 3.631  0.01
C2 -0.042 -3.024 2.449  -0.22
N1 0.285 -1.784 2.321  -0.02
N2 0.960 -1.041 3.118  0.09
C3 1.225 0.232 2.797  -0.40
O1 0.797 0.757 1.743  -0.08
C4 2.053 0.969 3.745  -0.15
C5 2.438 2.287 3.474  -0.01
C6 3.219 2.968 4.384  -0.05
C7 3.617 2.352 5.565  -0.04
C8 3.255 1.035 5.829  -0.04
C9 2.479 0.345 4.923  -0.01
C10 -0.801 -3.622 1.358  -0.20
C11 -1.284 -4.931 1.414  0.04
C12 -1.931 -5.472 0.314  0.01
C13 -2.094 -4.692 -0.822  0.00
C14 -1.637 -3.384 -0.789  -0.09
N3 -1.012 -2.872 0.258  0.02
H1 1.020 -3.233 4.278  0.08
H2 0.933 -4.711 3.300  0.11
H3 -0.484 -4.167 4.203  0.11
H4 2.114 2.753 2.556  0.10
H5 3.529 3.981 4.183  0.11
H6 4.211 2.898 6.283  0.12
H7 3.585 0.562 6.740  0.12
H8 2.180 -0.680 5.095  0.11
H9 -1.152 -5.517 2.307  0.13
H10 -2.299 -6.486 0.344  0.13
H11 -2.575 -5.078 -1.706  0.13
H12 -1.779 -2.728 -1.638  0.11
F1 4.143 0.997 -5.287  0.19
C15 3.142 0.896 -4.439  -0.10
C16 1.970 1.632 -4.633  -0.11
F2 1.843 2.437 -5.670  0.17
C17 0.934 1.500 -3.715  -0.20
F3 -0.206 2.167 -3.892  0.12
C18 1.019 0.667 -2.597  -0.29
P1 -0.434 0.699 -1.495  1.02
C19 -1.853 0.060 -2.385  -0.39
C20 -3.051 0.146 -1.662  -0.12
C21 -4.220 -0.337 -2.210  -0.05
C22 -4.193 -0.940 -3.463  -0.03
C23 -3.001 -1.043 -4.169  -0.05
C24 -1.819 -0.560 -3.633  -0.07
C25 -0.717 2.428 -1.085  -0.34
C26 -1.819 3.128 -1.584  -0.07
C27 -1.991 4.451 -1.228  -0.04
C28 -1.108 5.063 -0.347  -0.03
C29 -0.013 4.363 0.146  -0.04
C30 0.194 3.049 -0.225  -0.08
C31 2.195 -0.063 -2.415  -0.56
Br1 2.487 -1.247 -0.968  0.88
C32 3.238 0.049 -3.334  -0.25
F4 4.337 -0.662 -3.148  0.11
H13 -3.042 0.607 -0.681  0.11
H14 -5.146 -0.249 -1.666  0.12
H15 -5.103 -1.340 -3.881  0.12
H16 -2.997 -1.495 -5.149  0.12
H17 -0.894 -0.644 -4.186  0.12
H18 -2.499 2.655 -2.277  0.11
H19 -2.813 5.014 -1.646  0.12
H20 -1.268 6.090 -0.055  0.12
H21 0.673 4.853 0.819  0.12
H22 1.043 2.495 0.145  0.09

***

Record 3
C32H22AuCl4N2O3PS as an isolated structure, computed with wB97M-V/def2-TZVPD.

The calculation puts the gap between HOMO and LUMO (spin up / spin down) at 6.34 / 6.94 eV. For the HOMO energy (spin up / spin down), the calculation gives -0.2383 / -0.3045 hartree. As for the expectation value of S²: 2.03. Its multiplicity is 3. Its energy above the lowest of the compared OMol25 structures with the same formula, charge and spin is 0.0 kcal/mol.

Last column: Löwdin charge in e.
Element x y z (Å)
Au1 -0.287 0.300 1.370  0.75
Cl1 -5.320 2.816 -2.831  0.69
C1 -3.731 2.369 -2.351  -0.71
C2 -2.800 1.937 -3.344  -0.70
Cl2 -3.285 1.913 -4.993  0.68
C3 -1.537 1.551 -2.988  -0.61
Cl3 -0.380 1.067 -4.174  0.72
C4 -1.110 1.521 -1.617  -0.39
O1 0.017 1.119 -1.260  -0.10
C5 -2.079 1.961 -0.592  -0.40
O2 -1.784 1.906 0.626  -0.13
C6 -3.369 2.407 -1.033  -0.64
Cl4 -4.476 2.897 0.190  0.73
O3 1.145 -1.145 3.548  -0.01
C7 0.182 -1.185 2.826  -0.38
C8 -0.687 -2.421 2.787  -0.23
C9 -0.730 -3.269 3.891  -0.02
C10 -1.551 -4.382 3.870  -0.06
C11 -2.320 -4.667 2.743  -0.06
C12 -2.263 -3.839 1.635  -0.06
C13 -1.449 -2.712 1.656  -0.32
P1 -1.249 -1.581 0.259  1.03
C14 -2.778 -1.596 -0.697  -0.34
C15 -2.980 -2.410 -1.812  -0.08
C16 -4.164 -2.320 -2.526  -0.07
C17 -5.151 -1.425 -2.133  -0.06
C18 -4.959 -0.622 -1.018  -0.07
C19 -3.774 -0.702 -0.305  -0.09
C20 0.040 -2.328 -0.776  -0.34
C21 0.973 -3.208 -0.230  -0.07
C22 2.073 -3.611 -0.975  -0.08
C23 2.248 -3.143 -2.270  -0.08
C24 1.315 -2.273 -2.822  -0.07
C25 0.222 -1.862 -2.078  -0.12
H1 -0.125 -3.032 4.756  0.12
H2 -1.600 -5.033 4.734  0.11
H3 -2.963 -5.538 2.732  0.11
H4 -2.854 -4.061 0.754  0.11
H5 -2.211 -3.104 -2.128  0.11
H6 -4.314 -2.946 -3.396  0.11
H7 -6.067 -1.345 -2.704  0.11
H8 -5.717 0.089 -0.715  0.10
H9 -3.610 -0.050 0.546  0.10
H10 0.851 -3.578 0.781  0.11
H11 2.798 -4.284 -0.535  0.10
H12 3.108 -3.456 -2.847  0.11
H13 1.442 -1.898 -3.830  0.11
H14 -0.478 -1.160 -2.510  0.07
N1 2.580 0.118 -0.388  0.15
C26 2.656 0.371 0.915  -0.84
S1 1.819 1.694 1.630  0.62
N2 3.386 -0.419 1.720  0.07
C27 4.025 -1.638 1.374  -0.24
C28 3.769 -2.762 2.153  -0.02
C29 4.415 -3.954 1.870  -0.08
C30 5.302 -4.036 0.804  -0.10
C31 5.554 -2.910 0.033  -0.08
C32 4.930 -1.705 0.321  -0.03
H15 1.868 0.626 -0.908  0.07
H16 2.868 -0.781 -0.748  0.09
H17 3.173 -0.272 2.698  0.11
H18 3.064 -2.687 2.971  0.11
H19 4.219 -4.826 2.481  0.11
H20 5.803 -4.969 0.584  0.10
H21 6.260 -2.960 -0.786  0.11
H22 5.161 -0.815 -0.250  0.12

***

Record 4
C32H22BrF4N6O5PS2SeTc as an isolated structure, computed with wB97M-V/def2-TZVPD.

The calculation puts the gap between HOMO and LUMO (spin up / spin down) at 6.95 / 6.81 eV. For the HOMO energy (spin up / spin down), the calculation gives -0.3158 / -0.3170 hartree. As for the expectation value of S²: 0.77. Its multiplicity is 2. Its energy above the lowest of the compared OMol25 structures with the same formula, charge and spin is 0.0 kcal/mol.

Last column: Löwdin charge in e.
Element x y z (Å)
Tc1 -0.535 0.929 0.988  1.19
S1 -2.134 1.429 2.813  0.66
C1 -3.128 1.058 1.484  -1.09
N1 -2.481 0.837 0.343  -0.21
C2 -3.324 0.716 -0.749  -0.34
C3 -2.948 0.642 -2.083  -0.05
C4 -3.938 0.520 -3.040  -0.07
C5 -5.285 0.479 -2.678  -0.08
C6 -5.668 0.586 -1.352  -0.08
C7 -4.674 0.716 -0.392  -0.45
S2 -4.849 0.951 1.337  1.07
H1 -1.901 0.694 -2.351  0.09
H2 -3.666 0.464 -4.086  0.11
H3 -6.043 0.382 -3.443  0.11
H4 -6.713 0.582 -1.075  0.11
F1 0.009 -3.289 -5.604  0.15
C8 0.204 -2.513 -4.547  -0.13
C9 1.280 -1.649 -4.505  -0.13
F2 2.133 -1.597 -5.520  0.15
C10 1.468 -0.850 -3.390  -0.22
F3 2.565 -0.095 -3.383  0.12
C11 0.589 -0.848 -2.309  -0.29
P1 0.952 0.309 -0.916  1.06
C12 1.334 1.874 -1.748  -0.38
C13 0.725 2.199 -2.957  -0.10
C14 0.880 3.463 -3.501  -0.06
C15 1.640 4.417 -2.841  -0.08
C16 2.225 4.106 -1.623  -0.07
C17 2.062 2.848 -1.066  -0.12
C18 2.467 -0.501 -0.308  -0.34
C19 3.737 0.062 -0.325  -0.06
C20 4.811 -0.636 0.209  -0.06
C21 4.630 -1.898 0.749  -0.07
C22 3.368 -2.477 0.744  -0.07
C23 2.292 -1.781 0.220  -0.12
C24 -0.444 -1.791 -2.344  -0.56
Br1 -1.548 -2.162 -0.866  0.93
C25 -0.643 -2.593 -3.455  -0.26
F4 -1.631 -3.484 -3.495  0.08
H5 0.125 1.468 -3.488  0.10
H6 0.396 3.708 -4.437  0.11
H7 1.737 5.412 -3.250  0.10
H8 2.785 4.860 -1.085  0.11
H9 2.450 2.649 -0.077  0.09
H10 3.904 1.034 -0.763  0.10
H11 5.794 -0.185 0.201  0.11
H12 5.470 -2.433 1.169  0.11
H13 3.219 -3.468 1.152  0.11
H14 1.308 -2.238 0.225  0.08
O1 3.278 1.156 3.652  -0.37
Se1 1.736 0.972 3.339  0.96
O2 1.631 -0.849 3.129  -0.15
O3 1.354 1.518 1.826  -0.57
O4 0.610 1.246 4.431  -0.42
N2 -0.191 -0.661 1.765  -0.14
C26 0.471 -1.322 2.654  -0.55
N3 0.104 -2.528 3.113  -0.01
C27 -1.240 -3.014 2.809  -0.11
C28 -2.158 -2.676 3.976  -0.17
O5 -1.654 -3.219 5.181  -0.12
C29 -0.371 -2.698 5.484  -0.16
C30 0.622 -3.043 4.383  -0.09
H15 -1.185 -4.096 2.669  0.14
H16 -1.591 -2.550 1.890  0.06
H17 -3.148 -3.106 3.824  0.13
H18 -2.251 -1.584 4.057  0.12
H19 -0.065 -3.141 6.430  0.13
H20 -0.421 -1.607 5.599  0.14
H21 0.716 -4.126 4.286  0.14
H22 1.601 -2.618 4.581  0.13
N4 -0.561 2.868 0.411  -0.02
C31 -0.724 4.011 0.199  -0.29
N5 -1.029 5.219 0.046  0.11
C32 -0.477 6.069 -0.797  -0.38
N6 -0.063 6.873 -1.517  0.11

***

| no. | maximum force (eV/Å) |
| --- | --- |
| 1 | 1.31 |
| 2 | 3.55 |
| 3 | 0.24 |
| 4 | 0.25 |